The following is a DFT calculation (ωB97M-V/def2-TZVPD) of a molecular structure, C26H28N3O2PdSb in a non-equilibrium geometry.

Gap between HOMO and LUMO (alpha / beta) ... 5.919 / 6.465 eV
Total charge ... +2
LUMO level (alpha / beta) ... -8.3 / -7.7 eV

XYZ file:
```
61
Properties=species:S:1:pos:R:3:nbo_charge:R:1
H -3.3297 0.3268 2.9884 0.2275
H 0.6292 4.0158 3.6928 0.2643
H -4.0897 -1.8710 3.4095 0.2270
H 0.8097 -1.9256 -0.9262 0.1704
C -1.7839 0.6145 4.5238 -0.0851
Pd -0.2611 0.0567 0.3553 0.7133
C 1.6629 -2.2182 -1.5253 -0.1668
C -1.7276 -4.1311 2.5226 -0.1945
H -1.5932 -5.1962 2.3908 0.2412
H -4.2115 1.1778 0.2712 0.2540
C -0.6546 -3.2706 2.3551 -0.2086
H 1.5614 -4.2501 -0.8372 0.2204
C -2.2728 0.1017 3.1398 -0.1263
H -2.8877 -3.0346 -0.3774 0.2555
C 3.3506 -1.7565 -3.1563 -0.2031
H -1.6767 0.3275 -3.4306 0.2495
H -5.0381 -0.0602 -0.7095 0.2629
H -1.7600 -2.9391 -1.7494 0.2553
C -2.6644 -2.5219 -1.3115 -0.9658
C -2.0614 -1.3838 2.9163 -0.0659
H -3.7924 -4.2945 3.0808 0.2413
C 2.3368 3.6431 0.7786 -0.1566
H -3.4962 -2.6332 -2.0061 0.2556
H 0.0873 -1.2874 2.6078 0.2032
C 2.0762 -3.5404 -1.4716 -0.2135
H 4.0403 0.6565 -2.6400 0.2249
Sb -2.4075 -0.4359 -0.9237 1.3561
C 1.9727 1.7524 -0.8828 0.5818
C 1.6816 2.4969 0.3533 0.1282
C 0.9446 3.6108 2.7413 -0.1586
H 3.4704 -4.9986 -2.1938 0.2362
H 0.3239 -3.6648 2.1127 0.2316
C -3.1253 -2.2589 3.1016 -0.2121
H -2.8003 1.5222 -2.7421 0.2555
H -1.2960 -0.1576 5.1154 0.2240
H 1.1475 0.2390 -3.2663 0.2212
C -0.8125 -1.9021 2.5559 -0.2142
H -2.5688 1.0838 5.1103 0.2285
C -2.5882 0.4610 -2.8533 -0.9575
C 3.7726 -3.0761 -3.0964 -0.1781
H 3.1268 4.0716 0.1774 0.2661
H 2.9990 1.6735 -3.6595 0.2242
H 2.4330 5.1057 2.3465 0.2603
H -3.4193 -0.0319 -3.3557 0.2604
N -1.4888 0.9153 2.1972 -0.5186
N 1.2862 0.7252 -1.2337 -0.5267
H 4.5907 -3.4064 -3.7220 0.2375
N 0.7234 1.9366 1.0732 -0.4388
C 0.3528 2.4655 2.2298 0.1191
H -4.3954 -0.4825 0.8989 0.2480
O 2.9772 2.1134 -1.6470 -0.4268
C 1.9512 4.2054 1.9903 -0.1221
C 1.8861 0.1628 -2.4630 -0.0933
C -0.6990 1.6645 2.8817 0.5906
C 3.1442 -3.9688 -2.2452 -0.1869
C -4.2400 0.1228 0.0085 -0.9589
O -0.7892 1.6242 4.1956 -0.4244
C 3.0680 1.1377 -2.7168 -0.0915
C -2.9596 -3.6244 2.9131 -0.1765
H 3.8352 -1.0722 -3.8424 0.2152
C 2.3082 -1.3029 -2.3535 -0.0799
```

***

The following is a DFT calculation (ωB97M-V/def2-TZVPD) of C5H11NO in the gas phase.

Structure (SMILES) ... CNC(=O)C(C)C
Gap between HOMO and LUMO ... 10.538 eV
Total charge ... 0
LUMO level ... 0.9 eV

XYZ file:
```
18
Properties=species:S:1:pos:R:3:nbo_charge:R:1
N 0.1135 1.2559 -0.9380 -0.6163
C -0.6245 2.0809 -1.8695 -0.4247
O -1.5073 -0.3199 -0.6973 -0.6386
H 0.8149 -2.3875 -0.7085 0.2116
C -0.3901 0.0957 -0.4279 0.6812
H -0.0920 2.1735 -2.8225 0.1938
C 0.5255 -0.6319 0.5533 -0.3002
H 0.1635 0.7892 2.1728 0.2082
H 1.0854 -2.6741 1.0228 0.2052
C 0.0766 -0.2854 1.9775 -0.5978
H -0.8017 3.0845 -1.4668 0.1940
H -0.9702 -0.5733 2.1196 0.2210
C 0.4639 -2.1367 0.2984 -0.6000
H 1.5583 -0.2816 0.4134 0.1912
H 0.6859 -0.8186 2.7149 0.2096
H -0.5697 -2.4838 0.3877 0.2288
H -1.5837 1.5908 -2.0430 0.2425
H 1.0515 1.5225 -0.6870 0.3906
```

***

The following is a DFT calculation (ωB97M-V/def2-TZVPD) of C4H8N2O in the gas phase.

Gap between HOMO and LUMO ... 6.288 eV
Total charge ... 0
LUMO level ... -0.1 eV

XYZ file:
```
15
Properties=species:S:1:pos:R:3:nbo_charge:R:1
H -0.1044 -2.4692 -0.3522 0.2218
H -1.2169 -0.4763 1.0769 0.4711
C 0.5102 0.7739 0.4238 0.5584
C 0.8430 -0.4755 -0.3367 -0.0523
C 1.2165 2.0435 0.0391 -0.7126
H 0.7079 2.8987 0.4928 0.2202
H -2.3105 -0.5773 -0.2027 0.4123
H -0.7536 -1.3830 -1.6002 0.2030
H 2.2631 2.0265 0.3522 0.2644
N -1.6130 -1.1173 0.3106 -0.7281
N 2.0094 -0.7497 -0.6684 -0.5498
O -0.2795 0.7686 1.3909 -0.6575
C -0.3988 -1.4438 -0.5675 -0.3023
H -2.0827 -1.9366 0.6952 0.4146
H 1.2094 2.1174 -1.0538 0.2366
```

***

The following is a DFT calculation (ωB97M-V/def2-TZVPD) of C4H8ClN in the gas phase in a non-equilibrium geometry.

Structure (SMILES) ... C=C[C@@H](Cl)CN
Gap between HOMO and LUMO ... 9.859 eV
Total charge ... 0
LUMO level ... 0.9 eV

XYZ file:
```
14
Properties=species:S:1:pos:R:3:nbo_charge:R:1
H -0.2735 1.5049 -0.9319 0.1845
H 1.7607 0.2664 2.7718 0.2164
C 0.8922 0.4435 2.0653 -0.4112
N 0.2026 -0.2687 -1.9290 -0.8760
C -0.6159 0.3928 -1.0560 -0.2194
H 1.0621 0.1164 -1.8905 0.3559
H -0.0030 1.3192 2.1471 0.2520
C 0.6759 -0.6069 1.0905 -0.2611
C -0.6400 -0.4985 0.2898 -0.2041
Cl -1.8332 0.3274 1.4404 -0.1060
H 0.1522 -0.5718 -3.0509 0.3936
H -1.0330 -1.5085 -0.1397 0.2357
H -1.6754 0.5032 -1.4697 0.2055
H 1.3282 -1.4193 0.6627 0.2342
```

***

The following is a DFT calculation (ωB97M-V/def2-TZVPD) of 2 unconnected molecules or ions with the total composition C7H11I in a non-equilibrium geometry.

Gap between HOMO and LUMO (alpha / beta) ... 8.371 / 6.910 eV
Total charge ... 0
LUMO level (alpha / beta) ... 0.5 / -1.6 eV
Spin multiplicity ... 3

XYZ file:
```
19
Properties=species:S:1:pos:R:3:mulliken_spin:R:1
H 1.3821 -0.7315 1.9684 -0.0013
H -0.6995 0.8641 -2.5903 0.0011
H 2.1977 1.8803 -1.1984 0.0028
H 2.9177 0.0162 1.4983 0.0022
H 0.6691 -0.1419 -2.9617 -0.0014
C -2.3087 -0.2835 0.4945 1.6277
C -0.1353 0.1085 -2.2309 0.0164
C 0.4624 0.5301 -0.9197 -0.0204
H 1.6682 1.0699 1.9769 -0.0002
C 1.3244 0.3255 0.0961 0.0285
C 1.8282 0.1800 1.4877 0.0023
C -1.9084 -1.3955 1.4663 0.0229
I -3.5699 -0.9971 -1.0638 0.1999
H -0.7827 -0.8782 -2.1780 -0.0038
H -2.2951 -2.3503 1.4360 0.0239
H -2.1018 -0.9297 2.4207 0.0354
H 0.8294 2.5676 -0.3073 -0.0007
C 1.2559 1.6189 -0.7285 0.0033
H -0.7338 -1.4534 1.3338 0.0613
```

***

The following is a DFT calculation (ωB97M-V/def2-TZVPD) of C2F4 in the gas phase in a non-equilibrium geometry.

Structure (SMILES) ... FC(F)=C(F)F
Gap between HOMO and LUMO ... 11.122 eV
Total charge ... 0
LUMO level ... 0.7 eV

XYZ file:
```
6
Properties=species:S:1:pos:R:3:nbo_charge:R:1
C -0.3432 -0.5185 -0.2462 0.5695
F 1.2928 1.1545 -0.3026 -0.2879
C 0.2391 0.5245 0.2682 0.5846
F -1.3934 -1.1995 0.1706 -0.2687
F -0.1789 1.1565 1.3670 -0.2886
F 0.3836 -1.1176 -1.2570 -0.3089
```

***

The following is a DFT calculation (ωB97M-V/def2-TZVPD) of a molecular structure, C42H45BrCl3GeN8O9SSr in a non-equilibrium geometry.

Gap between HOMO and LUMO (alpha / beta) ... 6.366 / 5.619 eV
Total charge ... -2
LUMO level (alpha / beta) ... 3.6 / 2.9 eV
Spin multiplicity ... 2

XYZ file:
```
111
Properties=species:S:1:pos:R:3:mulliken_spin:R:1
N 1.3568 -2.0425 -0.3887 -0.0027
C -2.2038 -5.4701 -2.5177 0.0003
C -3.5881 -1.9512 -5.5478 0.0001
N 4.3221 4.3099 4.1429 -0.0005
C 0.8639 3.0714 6.2028 -0.0011
N 2.2379 -4.0758 -1.2986 0.0002
H 0.3394 -3.9163 -2.2728 0.0011
N 3.6081 -2.2070 -0.8776 0.0004
H 1.7386 4.4053 3.2130 -0.0001
Br -0.7774 -4.1167 -7.6927 -0.0001
O -3.9694 0.1470 1.2321 -0.0001
Cl 0.2223 0.9372 -5.9708 0.0911
C -2.9509 2.2560 0.6905 -0.0012
C -2.8798 -1.5018 -4.4448 0.0012
O -1.8096 0.1791 0.6902 0.0056
H -2.1344 -4.9846 -3.4940 -0.0002
O 0.3731 -0.8740 -3.2007 0.0433
C 2.3640 2.3798 -0.2756 0.0242
H 0.5066 -2.6000 -0.4726 0.0007
H 2.2507 2.4888 7.7500 0.0001
C -4.0651 -2.7196 -0.7956 0.0000
C -2.6354 -4.4759 -1.4775 -0.0006
H 1.7562 -5.9933 -0.6392 0.0000
H -3.4214 -1.7894 0.9044 -0.0001
C 2.8312 1.6147 3.3856 -0.0011
C 1.7277 -4.9691 -0.2589 0.0000
H 3.5073 3.7863 -1.4112 0.0017
C 2.3494 -2.7242 -0.8174 -0.0005
C -1.5317 -1.8225 -4.3233 -0.0033
H -5.6697 -1.5309 -0.0313 0.0001
O -0.7419 2.9469 0.3213 0.0116
H 1.4739 -5.1042 -2.9496 0.0002
Cl 1.5526 3.5232 -4.1405 0.1361
H 4.3322 -0.2990 -1.3363 0.0007
O -3.6373 1.1598 -2.2616 0.0027
N 4.5745 4.1692 2.9258 -0.0001
Ge 1.1326 1.3520 -4.0179 0.4051
H 0.2437 2.5456 8.8197 0.0000
H -3.3319 -0.8747 -3.6833 0.0013
C 4.7555 -2.9243 -1.3706 -0.0006
H -1.2222 1.6937 8.2822 0.0000
H 4.4863 -0.7655 0.3768 0.0000
H 2.9063 -0.3376 -0.2965 0.0032
C 3.2395 3.3140 6.0393 -0.0011
O -1.4517 1.6476 -2.3745 -0.0276
H 4.2306 3.2229 6.4677 -0.0001
H 3.4715 1.8667 4.2183 -0.0002
C -0.2067 1.9672 8.0062 0.0000
H -1.0609 5.6825 0.1100 0.0002
C 1.3979 -4.1141 -2.4935 0.0004
C -1.7230 2.9003 1.3660 0.0003
C -1.6294 -3.0391 -6.3703 -0.0004
O -0.3083 2.7261 6.8235 0.0000
H 5.5316 -2.9865 -0.5982 0.0001
C 3.8474 -0.8273 -0.5113 -0.0035
C -0.8891 -2.5721 -5.2987 0.0065
H -5.8781 -2.1258 -1.7068 0.0000
H 5.1853 -2.4008 -2.2316 0.0005
H -2.7892 5.4392 -0.1747 0.0002
H 0.3802 1.0584 7.8455 0.0000
N -1.8757 -4.3531 -0.4112 0.0001
H -3.8790 2.6249 1.1278 0.0000
H -1.2381 -5.8930 -2.2493 -0.0001
C 3.1255 3.8260 4.7568 0.0007
H 1.8903 -0.0123 4.4042 0.0001
H -1.2309 4.8133 2.2645 0.0000
H -3.5223 -3.1066 -7.3697 0.0000
H -0.2585 3.7520 4.5304 0.0001
H 4.4649 -3.9265 -1.6675 0.0000
H 4.7307 4.6977 0.5433 -0.0001
H 0.1706 -2.7739 -5.2139 0.0012
Sr -0.1183 0.2831 -0.9214 0.2468
H -3.6653 3.4080 -1.0266 -0.0015
H -2.9698 4.5576 2.0772 0.0000
S -1.3339 -3.2812 1.9582 0.0000
N -3.2663 -2.5967 0.2786 -0.0001
H -4.3938 -3.8386 -2.5814 0.0001
C -2.9304 0.7291 0.8785 0.0015
C -2.7839 2.8156 -0.7725 0.0070
C -1.9955 4.3899 1.6162 0.0001
C -0.7894 -1.3696 -3.0930 -0.0788
O 1.7666 1.8525 -1.2579 -0.0336
H -0.9732 3.8378 -1.5303 -0.0029
C 2.9169 2.3630 2.1910 0.0018
C 0.7366 3.6339 4.9354 0.0011
C 3.7915 3.4808 1.9886 -0.0007
C -1.8754 4.9613 0.1816 -0.0005
Cl 3.1197 0.4303 -4.1844 0.0966
H -2.9381 -6.2752 -2.5992 0.0000
H 1.7418 -3.3639 -3.2064 -0.0005
H -4.7630 -0.7880 -1.3348 -0.0001
C 2.1694 1.8684 1.0965 -0.0067
H -4.6324 -1.6869 -5.6620 0.0000
N 1.3105 0.8358 1.2313 0.0092
C 2.1225 2.9099 6.7631 0.0009
C 3.9946 3.9125 0.6801 0.0003
C -2.6260 1.7749 -1.9020 0.0064
C 1.8529 4.0001 4.2106 -0.0008
O -1.3921 -1.5382 -2.0140 0.0705
H 0.4371 -0.5762 2.4211 0.0000
C -2.1971 -3.4248 0.5307 -0.0001
C 3.3122 3.4156 -0.4137 -0.0063
C -5.1691 -1.7382 -0.9748 0.0003
C -2.9726 -2.7394 -6.5135 0.0004
C 1.9619 0.5628 3.4902 0.0009
C -1.5390 3.6946 -0.6149 -0.0036
C 1.1694 0.2251 2.3820 -0.0031
H -1.3218 2.3434 2.2101 0.0001
C -3.7956 -3.7219 -1.6896 -0.0001
H 0.6995 -4.7407 0.0466 0.0001
H 2.3709 -4.9097 0.6202 0.0000
```

***

The following is a DFT calculation (ωB97M-V/def2-TZVPD) of a molecular structure, C2H3N2OP in a non-equilibrium geometry.

Gap between HOMO and LUMO ... 8.811 eV
Total charge ... 0
LUMO level ... -0.6 eV

XYZ file:
```
9
Properties=species:S:1:pos:R:3:nbo_charge:R:1
O -2.1239 0.2109 0.7457 -0.9557
C 1.0934 0.8418 -0.1828 0.0519
H 1.8281 -1.3856 0.0074 0.2030
P -1.1429 0.1532 -0.5355 1.3834
N -0.0717 -1.1638 -0.1700 -0.6772
H 2.1186 1.1833 -0.2597 0.1956
H -2.6995 -0.5864 0.6481 0.4967
C 1.0780 -0.6331 -0.0992 -0.0017
N -0.0801 1.3799 -0.1541 -0.6960
```

***

The following is a DFT calculation (ωB97M-V/def2-TZVPD) of 2 unconnected molecules or ions with the total composition C3H3Br2NO in a non-equilibrium geometry.

Gap between HOMO and LUMO (alpha / beta) ... 8.079 / 6.836 eV
Total charge ... 0
LUMO level (alpha / beta) ... -1.6 / -2.4 eV

XYZ file:
```
10
Properties=species:S:1:pos:R:3:nbo_charge:R:1
C -0.3140 0.7967 -0.4269 0.2690
Br 2.9466 -3.0224 -2.5041 -0.4109
H -1.0464 1.9777 1.0825 0.4055
C 0.5278 -0.4429 -0.6258 -0.6478
Br -1.3167 1.4895 -1.9482 -0.0119
H 1.0477 -0.7266 0.2215 0.2936
O 1.7646 0.1397 -2.6135 -0.3757
N -0.4962 1.2687 0.6871 -0.5952
H -0.0228 -1.4647 -0.7029 0.3133
C 1.5110 -0.5801 -1.7485 0.7600
```

***

no.,electronic energy (Eh)
1,-1689.8833
2,-327.1286
3,-341.8528
4,-672.0268
5,-570.7041
6,-475.6128
7,-9203.5257
8,-604.1018
9,-5394.0341